{"formula": "C5H4CsO6", "method": "the ωB97M-V functional and the def2-TZVPD basis", "e_tot_ha": -664.29213, "multiplicity": 1, "total_charge": 1, "orbital_gap_ha": 0.360, "homo_energy_ha": -0.4885, "elements": ["O", "C", "O", "C", "O", "C", "C", "O", "Cs", "H", "H", "H", "O", "C", "O", "H"], "coordinates": [[-5.299, -2.435, 0.473], [-6.110, -3.185, 0.230], [0.557, -1.283, -0.227], [1.661, -1.515, -0.666], [2.470, -1.232, -2.923], [1.927, -0.599, -3.939], [1.794, -2.124, -2.041], [2.456, -0.591, -5.019], [-2.620, 0.219, 1.021], [2.556, -1.171, -0.116], [2.437, -3.010, -1.955], [0.808, -2.410, -2.423], [0.058, 0.487, -4.931], [0.576, 0.151, -3.783], [0.025, 0.354, -2.732], [0.455, -0.042, -5.647]], "forces_ev_per_angstrom": [[-0.20, -0.18, -0.07], [0.25, 0.23, 0.08], [0.27, -0.28, 0.43], [-1.10, 1.11, -0.10], [0.88, -0.21, 0.86], [-0.35, -0.05, -1.37], [0.01, -0.45, 0.05], [-0.16, 0.20, 0.41], [0.21, -0.12, -0.18], [0.06, -0.32, -0.22], [-0.14, 0.10, -0.25], [0.20, 0.14, 0.16], [-0.59, -0.08, -0.88], [-0.25, -0.68, 1.15], [0.58, 0.07, -0.10], [0.34, 0.52, 0.04]], "mulliken_charge": [-0.12, 0.11, -0.46, 0.09, -0.31, 0.59, -0.40, -0.52, 1.00, 0.36, 0.31, 0.33, -0.43, 0.59, -0.53, 0.37]}